Entry 1:
Formula: C6H16N2
Source: the Open Molecules 2025 dataset
Level of theory: the ωB97M-V functional and the def2-TZVPD basis

Last column: Löwdin charge in e.
Atoms and positions in Å:
C  -1.8671  0.1040  1.7547  -0.083
C  -0.8784  -1.0575  1.5713  -0.419
C  -1.6970  -2.3662  1.6096  -0.108
C  -0.2432  -0.9823  0.1453  -0.188
C  0.8086  0.1229  0.0433  -0.239
N  1.3648  0.1582  -1.3398  -0.078
C  0.8805  1.2770  -2.0911  -0.319
N  1.6494  2.5243  -1.6515  -0.011
H  -1.9459  0.7881  0.9270  0.062
H  -2.8623  -0.0567  2.1469  0.070
H  -1.2568  0.6831  2.4575  0.075
H  -0.0571  -1.1837  2.3259  0.143
H  -2.1982  -2.5592  0.6478  0.085
H  -2.3100  -2.4144  2.4823  0.061
H  -1.0237  -3.2320  1.6070  0.069
H  0.1560  -2.0341  0.0796  0.122
H  -0.9529  -0.6982  -0.6603  0.122
H  0.5609  1.0843  0.4720  0.105
H  1.6835  -0.1177  0.6582  0.112
H  2.3525  0.0241  -1.4339  0.094
H  -0.1376  1.6222  -1.7635  0.117
H  0.8017  1.0348  -3.1440  0.094
H  1.2432  3.3470  -2.1505  0.070
H  2.6067  2.3078  -1.9108  0.044

- Energy relative to the best compared isomer or geometry (same formula, charge and spin): 174.2 kJ/mol
- SMILES: CC(C)CCNCN
- Net charge: 0

=====

Entry 2:
Formula: C20H62N2O12
Source: the Open Molecules 2025 dataset
Level of theory: the ωB97M-V functional and the def2-TZVPD basis

Last column: Löwdin charge in e.
Atoms and positions in Å:
C  7.1151  -4.1843  -0.6991  -0.090
O  5.7001  -4.4123  -0.5231  -0.213
C  4.9381  -3.3943  -1.1681  -0.232
C  3.5151  -3.5253  -0.9001  -0.281
N  2.7151  -2.6153  -1.6331  -0.042
C  1.3631  -2.7643  -1.0021  -0.196
C  0.2931  -1.9793  -1.7931  -0.223
O  0.5701  -0.6343  -1.6111  -0.164
C  -0.4029  0.2057  -1.9761  -0.188
H  7.7131  -4.9293  -0.2281  0.070
H  7.3641  -3.3533  -0.0821  0.080
H  7.3261  -4.3193  -1.7321  0.081
H  5.4171  -3.3803  -2.1081  0.101
H  5.4291  -2.4483  -0.6921  0.141
H  3.2901  -3.5333  0.2399  0.158
H  3.1941  -4.4923  -1.1431  0.102
H  2.3871  -3.0393  -2.5311  0.120
H  1.6241  -2.2903  0.0379  0.143
H  1.0401  -3.6953  -1.0541  0.062
H  -0.5499  -2.4043  -1.3691  0.071
H  0.2431  -2.2813  -3.0261  0.187
H  -1.5049  -0.0383  -1.7241  0.093
H  -0.5729  0.1157  -3.1511  0.121
H  -0.4709  1.2567  -1.6811  0.067
C  -5.4839  -8.3793  -2.4321  -0.135
O  -4.7069  -7.2253  -2.2431  -0.233
C  -5.2099  -6.1123  -1.4381  -0.231
C  -4.1419  -5.1403  -1.0881  -0.211
N  -4.5159  -3.9763  -0.2301  -0.016
C  -3.4549  -3.1063  0.0889  -0.203
C  -3.8419  -1.8943  0.8859  -0.204
O  -2.7399  -1.0763  0.8579  -0.226
C  -3.0709  0.2387  1.5269  0.014
H  -6.4629  -8.0703  -2.8061  0.074
H  -5.6339  -8.8093  -1.3821  0.093
H  -4.9209  -9.2233  -3.0241  0.121
H  -5.6299  -6.3893  -0.4611  0.119
H  -6.0019  -5.5523  -2.1631  0.166
H  -3.6589  -4.9613  -2.0191  0.117
H  -3.5149  -5.9133  -0.7111  0.108
H  -4.8309  -4.3073  0.6089  0.074
H  -3.2069  -2.7053  -0.7311  0.062
H  -2.8109  -3.7273  0.6589  0.137
H  -3.9159  -2.3943  1.8379  0.135
H  -4.5999  -1.3803  0.6389  0.069
H  -2.3649  0.8947  0.9129  0.121
H  -3.2259  0.0387  2.4999  0.074
H  -3.7249  0.6997  0.8939  0.050
C  -0.0019  3.2457  0.7739  -0.120
O  1.0301  3.8947  -0.0301  -0.146
H  0.5331  2.6207  1.5369  0.076
H  -0.8139  2.7427  0.3079  0.033
H  -0.7919  4.0617  1.2349  0.110
H  0.8111  4.8117  0.0779  0.016
C  3.0101  0.5067  1.3819  -0.181
O  3.5021  -0.6163  0.6859  -0.157
H  1.8251  0.6407  1.3149  0.074
H  3.5041  1.3967  0.8849  0.080
H  3.2641  0.4297  2.4739  0.086
H  4.1201  -1.2643  1.1699  0.119
C  -0.4359  6.4657  -1.9431  -0.123
O  0.0941  6.4117  -0.6421  -0.197
H  -0.6849  5.3157  -2.1011  0.143
H  0.1811  6.9967  -2.4631  0.012
H  -1.4069  7.0137  -1.7761  0.097
H  0.3211  7.3547  -0.2941  0.147
C  3.5161  5.4747  0.9609  -0.173
O  4.6991  5.9387  1.5459  -0.144
H  2.7621  5.4297  1.6379  0.004
H  3.6561  4.3517  0.6829  0.106
H  3.4481  6.1717  -0.0101  0.133
H  5.0291  6.7627  1.1389  0.083
C  -0.1579  -0.5613  1.9689  -0.260
O  -0.2719  -1.2033  0.8419  -0.106
H  0.8961  -0.5873  2.3719  0.083
H  -0.7069  -1.1683  2.6269  0.080
H  -0.2259  0.5307  1.9589  0.069
H  -1.1619  -1.0043  0.4859  0.050
C  -3.5149  3.8297  2.1139  -0.121
O  -4.6059  2.8637  2.1649  -0.137
H  -2.7019  3.4557  1.5589  0.023
H  -3.3379  3.8087  3.1669  0.053
H  -3.8689  4.9407  1.8659  0.131
H  -4.7729  2.7567  3.0979  0.061
C  0.3381  4.8427  3.5799  -0.153
O  -1.0419  4.9517  3.1389  -0.197
H  0.6921  3.9207  3.1009  0.043
H  0.6841  4.6957  4.8019  0.152
H  0.9261  5.6817  3.2969  0.040
H  -1.5999  5.2657  3.9389  0.125
C  3.1321  2.9627  -2.4591  -0.221
O  2.4781  2.0577  -1.6181  -0.152
H  3.2611  2.7327  -3.6131  0.099
H  4.1651  3.2797  -2.3361  0.059
H  2.5291  3.8577  -2.5401  0.051
H  1.6301  2.5407  -1.1931  0.106

- Energy relative to the best compared isomer or geometry (same formula, charge and spin): 1000.6 kJ/mol
- SMILES: COCCNCCOC.COCCNCCOC.CO.CO.CO.CO.CO.CO.CO.CO
- Net charge: 0

=====

Entry 3:
Formula: C26H25F2N4O2
Source: the Open Molecules 2025 dataset
Level of theory: the ωB97M-V functional and the def2-TZVPD basis

Last column: Löwdin charge in e.
Atoms and positions in Å:
F  3.2103  -3.0731  -6.2510  0.091
C  3.0909  -2.9193  -4.8984  -0.200
C  2.9484  -1.6334  -4.3761  0.037
C  2.7884  -1.5064  -3.0067  0.030
C  2.7614  -2.6305  -2.1228  -0.165
C  2.5376  -2.3678  -0.7385  0.137
C  2.5565  -3.2374  0.3929  -0.165
C  2.4417  -2.6339  1.6832  0.027
C  2.4049  -3.3718  2.8539  0.034
C  2.4961  -4.7607  2.7511  -0.202
F  2.4285  -5.5126  3.8906  0.088
C  2.6393  -5.4199  1.5367  0.033
C  2.6754  -4.6618  0.3712  0.029
C  2.9667  -3.9102  -2.7284  0.029
C  3.1062  -4.0590  -4.1042  0.034
H  2.9666  -0.7686  -5.0284  0.135
H  2.6981  -0.5123  -2.5679  0.133
H  2.3377  -1.3228  -0.5016  0.105
H  2.3994  -1.5456  1.7338  0.127
H  2.3150  -2.8960  3.8229  0.134
H  2.7277  -6.5050  1.4910  0.138
H  2.8101  -5.1827  -0.5644  0.090
H  3.0382  -4.7963  -2.1161  0.090
H  3.2362  -5.0491  -4.5405  0.138
C  -4.4545  -0.4019  -2.5108  -0.005
C  -3.0412  -0.0582  -2.0977  -0.431
O  -2.0694  -0.5090  -2.7030  0.039
N  -2.9296  0.8342  -1.0169  0.018
C  -4.1341  1.4987  -0.5118  -0.123
C  -3.8317  2.8952  -0.0489  -0.144
N  -2.7216  2.8884  0.8590  -0.094
C  -2.5698  4.1539  1.5214  -0.142
C  -1.6122  4.0326  2.6712  -0.128
N  -0.3648  3.3880  2.2632  0.019
C  0.8282  3.7546  2.9106  -0.430
C  0.6629  4.6743  4.0997  -0.005
O  1.9410  3.3952  2.5325  0.047
C  -0.4005  2.3722  1.2773  -0.078
C  0.6969  1.5509  0.9392  -0.073
N  0.6155  0.5339  0.0648  0.029
C  -0.5288  0.3260  -0.5989  -0.081
C  -1.6978  1.0797  -0.3745  -0.085
C  -1.6188  2.1152  0.5939  -0.073
H  -5.1351  -0.5091  -1.6571  0.082
H  -4.8499  0.3639  -3.1987  0.102
H  -4.4273  -1.3486  -3.0572  0.092
H  -4.8835  1.5658  -1.3003  0.115
H  -4.5533  0.9053  0.3169  0.144
H  -3.6318  3.5760  -0.8932  0.145
H  -4.6838  3.3131  0.4985  0.133
H  -2.2519  4.9266  0.8001  0.145
H  -3.5654  4.4435  1.8771  0.133
H  -1.4088  5.0385  3.0341  0.116
H  -2.0699  3.4563  3.4894  0.143
H  -0.2201  4.4399  4.7084  0.081
H  1.5532  4.5787  4.7280  0.093
H  0.6060  5.7265  3.7711  0.103
H  1.6727  1.7300  1.3787  0.094
H  -0.5021  -0.4540  -1.3482  0.090

- Energy relative to the best compared isomer or geometry (same formula, charge and spin): 0.0 kJ/mol
- Net charge: +1

=====

Entry 4:
Formula: CH2ClNO3S
Source: the Open Molecules 2025 dataset
Level of theory: the ωB97M-V functional and the def2-TZVPD basis

Last column: Löwdin charge in e.
Atoms and positions in Å:
C  1.0230  1.0588  0.4408  -0.066
N  -0.2343  0.7314  0.6135  -0.019
O  -2.3384  -2.1881  -0.3677  -0.499
O  -0.6493  -0.5464  0.3652  -0.438
O  2.5608  0.6802  0.0342  -0.632
S  -2.2985  -0.8003  -0.0305  0.920
Cl  2.8613  -0.9087  -0.4170  0.604
H  1.2172  2.0940  0.6801  0.107
H  -2.1419  -0.1210  -1.3186  0.022

- Energy relative to the best compared isomer or geometry (same formula, charge and spin): 655.5 kJ/mol
- Net charge: 0

=====

Entry 5:
Formula: C3H5N2S
Source: the Open Molecules 2025 dataset
Level of theory: the ωB97M-V functional and the def2-TZVPD basis

Last column: Löwdin charge in e.
Atoms and positions in Å:
S  -1.6795  -1.6661  -1.4100  0.882
C  -0.7567  -0.7673  -0.4928  -0.787
C  0.5997  -0.9877  0.0315  -0.094
N  0.9839  0.3733  0.5683  0.106
C  0.0230  1.2879  0.3812  0.001
N  -1.0470  0.6302  -0.0845  0.091
H  0.8586  -1.8954  0.5769  0.152
H  1.1380  -1.1117  -0.9353  0.155
H  1.8114  0.6384  1.0492  0.156
H  -0.0189  2.3803  0.4932  0.185
H  -1.9124  1.1181  -0.1777  0.154

- Energy relative to the best compared isomer or geometry (same formula, charge and spin): 37.2 kJ/mol
- SMILES: S=C1CNC=[NH+]1
- Net charge: +1

=====

Entry 6:
Formula: C34H32BF6NO2S
Source: the Open Molecules 2025 dataset
Level of theory: the ωB97M-V functional and the def2-TZVPD basis

Last column: Löwdin charge in e.
Atoms and positions in Å:
C  4.4276  -2.1188  5.5970  -0.131
C  3.1503  -1.4988  5.1719  -0.616
C  2.9946  -0.5428  4.1897  -0.159
C  1.6293  -0.1262  4.0038  -0.159
C  0.7522  -0.8327  4.7749  -0.353
B  -0.8770  -0.6489  4.9778  -0.946
C  -1.4851  -1.9225  4.1580  -0.040
C  -2.0145  -2.9584  4.9023  0.055
C  -2.6861  -4.0030  4.2800  -0.105
C  -3.3762  -5.0416  5.1201  -0.512
F  -3.2196  -6.3028  4.6172  0.113
F  -2.8970  -5.0684  6.4004  0.115
F  -4.7258  -4.7947  5.1972  0.109
C  -2.7328  -4.0838  2.9009  0.034
C  -2.0231  -3.1323  2.1704  -0.112
C  -1.7242  -3.4500  0.7286  -0.495
F  -2.8488  -3.5695  -0.0678  0.092
F  -0.9348  -2.4892  0.1588  0.091
F  -1.0381  -4.6403  0.6156  0.111
C  -1.5120  -1.9802  2.7768  0.042
O  -1.1609  -0.8578  6.3785  -0.066
C  -2.0787  0.0073  7.0131  -0.144
C  -1.7236  1.4769  6.6696  -0.512
C  -2.6794  2.4152  7.4030  -0.064
C  -0.3143  1.7910  7.1443  -0.028
C  -1.8631  1.6334  5.1142  -0.141
O  -1.3253  0.5598  4.3518  -0.003
S  1.6252  -1.8524  5.9203  1.075
H  5.2508  -1.7135  5.0005  0.072
H  4.6272  -1.8653  6.6424  0.070
H  4.4384  -3.2125  5.5013  0.073
H  3.8266  -0.1159  3.6390  0.090
H  1.3156  0.6659  3.3352  0.086
H  -1.9580  -2.9391  5.9802  0.129
H  -3.3125  -4.8622  2.4179  0.135
H  -1.1289  -1.1653  2.1621  0.102
H  -3.1095  -0.2508  6.6815  0.139
H  -2.0185  -0.1783  8.0993  0.135
H  -2.4331  3.4637  7.1769  0.084
H  -3.7289  2.2202  7.1349  0.083
H  -2.5464  2.2841  8.4908  0.086
H  -0.0386  2.7973  6.8106  0.087
H  -0.3261  1.7736  8.2422  0.089
H  0.4030  1.0471  6.7745  0.085
H  -2.9373  1.7242  4.8525  0.121
H  -1.3581  2.5645  4.7973  0.120
C  1.5242  4.8657  -2.0292  -0.001
N  0.5636  4.1678  -1.1769  -0.076
C  0.6454  2.9213  -0.6356  0.060
C  -0.6061  2.5632  -0.0415  -0.097
C  -1.1378  1.2922  0.3163  0.223
C  -1.9900  0.6608  -0.7170  -0.173
C  -3.4153  0.6911  -0.7464  -0.009
C  -4.1366  0.2849  -1.8750  -0.055
C  -3.4826  -0.2936  -2.9715  -0.049
C  -2.0780  -0.3861  -2.9564  -0.055
C  -1.3593  0.0902  -1.8619  -0.022
C  -1.4464  3.7625  -0.1989  -0.108
C  -2.7842  4.0339  0.0331  -0.007
C  -3.3499  5.2193  -0.4716  -0.055
C  -2.5965  6.1087  -1.2618  -0.054
C  -1.2269  5.8642  -1.4600  0.005
C  -0.6911  4.7085  -0.9081  -0.174
H  1.5200  5.9443  -1.8169  0.096
H  2.5198  4.4489  -1.8488  0.099
H  1.2842  4.7629  -3.1008  0.107
H  1.5275  2.2927  -0.7286  0.148
H  -1.0155  0.9028  1.3303  0.140
H  -3.9480  1.1117  0.1136  0.117
H  -5.2229  0.4195  -1.9164  0.116
H  -4.0477  -0.6391  -3.8438  0.115
H  -1.5525  -0.8093  -3.8204  0.117
H  -0.2665  0.0273  -1.8560  0.122
H  -3.3737  3.3180  0.5934  0.108
H  -4.3939  5.4564  -0.2536  0.111
H  -3.0777  6.9711  -1.7063  0.107
H  -0.5788  6.5304  -2.0255  0.108

- Energy relative to the best compared isomer or geometry (same formula, charge and spin): 412.4 kJ/mol
- Net charge: 0